C3H10OS | wB97M-V/def2-TZVPD

Its net charge is 0. The SMILES is CCSC.O. As for the spin multiplicity: 1. For the frontier orbital gap, the calculation gives 0.33144 Eh.

Last column: Löwdin charge in e.
Cartesian coordinates (Å):
C1 1.499 1.879 0.672  -0.202
C2 0.491 0.867 0.149  -0.596
S1 1.446 -0.561 -0.402  0.793
C3 0.174 -1.817 -0.748  -0.401
H1 2.474 1.275 0.679  0.043
H2 1.405 2.066 1.756  0.072
H3 1.662 2.804 0.141  0.060
H4 -0.119 1.231 -0.760  0.091
H5 -0.349 0.635 0.893  0.086
H6 0.586 -2.729 -0.121  0.076
H7 -0.809 -1.510 -0.548  -0.037
H8 0.111 -2.009 -1.799  0.014
H9 -2.371 -1.305 0.109  0.032
H10 -3.422 -0.388 -0.338  0.002
O1 -2.778 -0.438 0.318  -0.035


C3H10OS | wB97M-V/def2-TZVPD

Its net charge is 0. The SMILES is CCSC.O. As for the spin multiplicity: 1. For the frontier orbital gap, the calculation gives 0.33348 Eh.

Last column: Löwdin charge in e.
Cartesian coordinates (Å):
C1 -0.547 -0.354 -1.645  -0.197
C2 -0.176 0.943 -1.108  -0.586
S1 1.570 1.318 -1.337  0.814
C3 1.879 2.167 0.137  -0.502
H1 -1.572 -0.460 -1.827  0.055
H2 -0.134 -0.644 -2.633  0.088
H3 -0.294 -1.060 -0.887  0.071
H4 -0.539 1.850 -1.643  0.075
H5 -0.567 0.960 -0.134  0.065
H6 2.372 1.582 0.885  0.013
H7 0.975 2.427 0.730  0.048
H8 2.433 3.149 0.023  0.057
H9 -1.081 -3.786 3.444  0.014
H10 -2.319 -4.444 2.747  0.061
O1 -2.000 -3.647 3.248  -0.075


C3H10OS2 | wB97M-V/def2-TZVPD

Its net charge is 0. The SMILES is CCSSC.O. As for the spin multiplicity: 1. For the frontier orbital gap, the calculation gives 0.28698 Eh.

Last column: Löwdin charge in e.
Cartesian coordinates (Å):
C1 0.393 0.993 1.895  -0.197
C2 -0.839 0.259 1.246  -0.746
S1 -1.155 0.876 -0.366  0.619
S2 0.903 -0.336 -1.037  0.559
C3 0.928 -1.912 -0.269  -0.530
H1 0.780 0.545 2.843  0.075
H2 1.243 1.109 1.211  0.022
H3 -0.038 2.027 2.127  0.086
H4 -1.681 0.657 1.829  0.057
H5 -0.974 -0.834 1.300  0.053
H6 -0.038 -2.449 -0.284  0.050
H7 1.207 -1.825 0.760  0.014
H8 1.607 -2.543 -0.894  0.053
H9 -1.094 1.790 -3.099  -0.001
H10 -0.363 0.459 -3.444  -0.024
O1 -0.878 1.184 -3.818  -0.090


C3H10OS2 | wB97M-V/def2-TZVPD

Its net charge is +1. As for the spin multiplicity: 2. For the frontier orbital gap (spin up / spin down), the calculation gives 0.15763 / 0.18648 Eh. As for the expectation value of S²: 1.744.

Last column: Mulliken spin population.
Cartesian coordinates (Å):
C1 -1.152 -0.324 -1.956  0.061
C2 -1.541 -0.805 -0.512  0.018
S1 -2.395 0.423 0.401  0.237
S2 1.907 -0.412 -0.137  0.819
C3 2.373 1.073 0.753  -0.044
H1 -0.597 -1.146 -2.412  0.001
H2 -0.548 0.581 -1.856  -0.010
H3 -2.071 -0.055 -2.467  -0.005
H4 -2.004 -1.768 -0.739  0.035
H5 -0.606 -1.109 0.008  -0.076
H6 2.837 0.910 1.739  0.049
H7 3.118 1.683 0.227  -0.012
H8 1.524 1.757 0.835  0.024
H9 -1.042 -0.073 2.359  0.011
H10 0.289 -0.671 1.553  0.005
O1 -0.092 -0.063 2.205  -0.114


C3H10OS2 | wB97M-V/def2-TZVPD

Its net charge is +1. As for the spin multiplicity: 2. For the frontier orbital gap (spin up / spin down), the calculation gives 0.30615 / 0.18799 Eh. As for the expectation value of S²: 0.755.

Last column: Mulliken spin population.
Cartesian coordinates (Å):
C1 -1.010 2.246 0.021  0.007
C2 -0.946 0.750 0.310  -0.016
S1 -0.826 -0.100 -1.309  0.582
S2 -1.435 -1.987 -0.824  0.390
H1 -1.825 2.537 -0.642  -0.001
H2 -0.114 2.568 -0.516  0.000
H3 -1.050 2.784 0.965  0.000
H4 -1.840 0.365 0.801  0.007
H5 -0.049 0.535 0.886  0.031
H6 -0.807 -2.558 -1.871  0.000
C3 2.389 0.372 1.745  0.000
O1 3.724 0.673 2.066  0.001
H7 2.312 -0.355 0.922  -0.001
H8 1.969 -0.116 2.623  0.001
H9 1.821 1.260 1.443  -0.001
H10 4.101 1.204 1.351  0.000


C3H10S | wB97M-V/def2-TZVPD

Its net charge is 0. The SMILES is CC.CS. As for the spin multiplicity: 1. For the frontier orbital gap, the calculation gives 0.36692 Eh.

Last column: Löwdin charge in e.
Cartesian coordinates (Å):
C1 0.007 1.639 -0.398  -0.164
C2 1.384 2.184 0.071  -0.155
H1 -0.564 1.284 0.460  0.053
H2 -0.547 2.419 -0.911  0.054
H3 0.085 0.816 -1.104  0.051
H4 1.356 3.263 -0.048  0.057
H5 2.197 1.775 -0.523  0.056
H6 1.574 1.885 1.092  0.053
C3 -1.255 -2.477 -0.128  -0.484
S1 0.192 -3.287 0.645  0.607
H7 0.190 -2.519 1.734  -0.175
H8 -1.490 -1.581 0.429  0.014
H9 -2.105 -3.160 -0.159  0.020
H10 -1.023 -2.240 -1.159  0.013


C3H10S | wB97M-V/def2-TZVPD

Its net charge is 0. The SMILES is CC.CS. As for the spin multiplicity: 1. For the frontier orbital gap, the calculation gives 0.36543 Eh.

Last column: Löwdin charge in e.
Cartesian coordinates (Å):
C1 -1.310 -0.579 2.643  -0.487
S1 -0.938 -0.966 0.907  0.699
H1 -0.640 -0.704 3.550  0.059
H2 -2.195 -1.037 3.072  0.014
H3 -1.508 0.527 2.493  0.025
H4 -2.110 -1.056 0.446  -0.195
C2 0.945 1.141 -1.929  -0.188
C3 1.263 -0.219 -1.308  -0.230
H5 0.296 1.672 -1.383  0.002
H6 1.916 1.710 -1.972  0.083
H7 0.441 1.042 -2.900  0.071
H8 1.305 -0.111 -0.179  0.029
H9 2.175 -0.584 -1.850  0.074
H10 0.360 -0.836 -1.591  0.046


C3H10S2 | wB97M-V/def2-TZVPD

Its net charge is 0. The SMILES is CSS.CC. As for the spin multiplicity: 1. For the frontier orbital gap, the calculation gives 0.33578 Eh.

Last column: Löwdin charge in e.
Cartesian coordinates (Å):
C1 1.874 0.357 0.149  -0.224
C2 2.158 -0.219 -1.225  -0.218
H1 1.050 1.124 0.195  0.045
H2 1.670 -0.415 0.931  0.068
H3 2.850 0.916 0.402  0.084
H4 1.716 -1.210 -1.544  0.076
H5 3.278 -0.186 -1.306  0.066
H6 1.827 0.605 -1.950  0.079
C3 -2.773 -0.223 1.440  -0.517
S1 -3.044 -0.757 -0.272  0.418
S2 -1.599 0.658 -1.278  0.332
H7 -2.805 0.824 1.647  0.022
H8 -3.628 -0.523 1.979  0.001
H9 -1.860 -0.672 1.857  0.037
H10 -0.713 -0.278 -1.025  -0.268


C3H10S2 | wB97M-V/def2-TZVPD

Its net charge is 0. The SMILES is CSC.CS. As for the spin multiplicity: 1. For the frontier orbital gap, the calculation gives 0.34416 Eh.

Last column: Löwdin charge in e.
Cartesian coordinates (Å):
C1 -0.265 1.628 1.865  -0.478
S1 0.997 2.470 0.875  0.629
H1 -1.053 1.215 1.251  0.004
H2 -0.662 2.259 2.658  0.024
H3 0.321 0.876 2.386  0.020
H4 0.306 3.483 0.336  -0.158
C2 0.945 -0.291 -1.225  -0.450
S2 -0.839 -0.569 -1.390  0.718
C3 -0.858 -2.293 -0.891  -0.454
H5 1.246 -0.444 -0.190  0.020
H6 1.455 -1.045 -1.818  0.028
H7 1.181 0.708 -1.550  0.001
H8 -1.906 -2.610 -0.891  0.028
H9 -0.588 -2.474 0.153  0.038
H10 -0.281 -2.913 -1.569  0.031


C3H10S2 | wB97M-V/def2-TZVPD

Its net charge is 0. The SMILES is CCS.CS. As for the spin multiplicity: 1. For the frontier orbital gap, the calculation gives 0.35725 Eh.

Last column: Löwdin charge in e.
Cartesian coordinates (Å):
C1 1.356 -4.612 -1.111  -0.483
S1 1.144 -2.791 -1.299  0.596
H1 2.306 -4.929 -0.703  0.023
H2 0.541 -4.858 -0.425  0.013
H3 1.079 -5.155 -2.010  0.021
H4 2.069 -2.660 -2.266  -0.170
C2 -1.882 2.274 0.907  -0.160
C3 -0.761 3.310 0.687  -0.602
S2 0.736 3.174 1.756  0.668
H5 -1.778 1.884 1.915  0.056
H6 -1.877 1.513 0.134  0.063
H7 -2.819 2.822 0.811  0.063
H8 -0.351 3.374 -0.317  0.053
H9 -1.200 4.281 0.913  0.051
H10 1.438 2.374 1.008  -0.191


C3H10S3 | wB97M-V/def2-TZVPD

Its net charge is 0. The SMILES is CSSC.CS. As for the spin multiplicity: 1. For the frontier orbital gap, the calculation gives 0.30146 Eh.

Last column: Löwdin charge in e.
Cartesian coordinates (Å):
C1 -1.701 -1.266 0.889  -0.468
S1 -1.171 -1.539 -0.836  0.425
S2 0.718 -0.670 -0.736  0.378
C2 1.165 -0.721 -2.483  -0.486
H1 -1.246 -2.019 1.537  0.033
H2 -1.373 -0.259 1.157  -0.011
H3 -2.787 -1.342 0.915  0.031
H4 0.334 -0.307 -3.056  0.024
H5 2.047 -0.106 -2.640  0.032
H6 1.332 -1.742 -2.828  0.029
C3 0.294 1.628 2.621  -0.442
S3 0.622 2.207 0.892  0.585
H7 0.173 0.549 2.535  -0.004
H8 1.216 1.831 3.157  0.013
H9 -0.542 2.139 3.088  0.033
H10 -0.484 2.931 0.790  -0.171


C3H10S3 | wB97M-V/def2-TZVPD

Its net charge is 0. The SMILES is CCS.CSS. As for the spin multiplicity: 1. For the frontier orbital gap, the calculation gives 0.33777 Eh.

Last column: Löwdin charge in e.
Cartesian coordinates (Å):
C1 -2.619 -1.913 0.154  -0.506
S1 -3.493 -0.364 -0.066  0.342
S2 -1.994 1.034 -0.095  0.262
H1 -1.812 -1.938 0.881  0.037
H2 -3.390 -2.576 0.567  0.026
H3 -2.366 -2.301 -0.829  0.026
H4 -1.171 0.397 -0.990  -0.177
C2 2.201 0.864 1.079  -0.193
C3 2.499 0.096 -0.206  -0.631
S3 4.295 -0.165 -0.468  0.665
H5 2.393 0.203 1.927  0.071
H6 2.614 1.861 1.192  0.065
H7 1.124 1.049 1.208  0.050
H8 2.042 0.619 -1.044  0.053
H9 1.998 -0.871 -0.169  0.060
H10 4.643 1.065 -0.053  -0.151


C3H10S3 | wB97M-V/def2-TZVPD

Its net charge is 0. The SMILES is CSSC.CS. As for the spin multiplicity: 1. For the frontier orbital gap, the calculation gives 0.30531 Eh.

Last column: Löwdin charge in e.
Cartesian coordinates (Å):
C1 -1.730 2.786 -0.056  -0.463
S1 -0.568 1.420 -0.557  0.597
H1 -2.421 2.397 0.662  0.002
H2 -1.189 3.583 0.491  0.029
H3 -2.309 3.209 -0.921  0.040
H4 0.284 2.206 -1.242  -0.154
C2 0.233 -2.688 -1.689  -0.508
S2 1.447 -2.317 -0.398  0.410
S3 0.160 -1.396 0.958  0.339
C3 1.390 -0.411 1.994  -0.439
H5 -0.363 -3.627 -1.545  0.047
H6 -0.549 -1.901 -1.744  0.021
H7 0.744 -2.686 -2.630  0.012
H8 2.056 0.181 1.367  0.021
H9 0.821 0.258 2.614  0.012
H10 1.993 -1.012 2.696  0.033


C3H10S3 | wB97M-V/def2-TZVPD

Its net charge is 0. The SMILES is CCS.CSS. As for the spin multiplicity: 1. For the frontier orbital gap, the calculation gives 0.34399 Eh.

Last column: Löwdin charge in e.
Cartesian coordinates (Å):
C1 0.130 -0.089 -4.274  -0.495
S1 -1.221 0.632 -3.315  0.367
S2 -1.184 -0.550 -1.598  0.287
H1 -0.229 -0.756 -5.045  0.023
H2 0.816 -0.558 -3.592  0.008
H3 0.660 0.747 -4.740  0.027
H4 -0.714 0.484 -0.883  -0.228
C2 1.065 -0.361 2.420  -0.182
C3 -0.453 -0.265 2.593  -0.600
S3 -1.087 1.417 2.155  0.649
H5 1.588 0.249 3.155  0.065
H6 1.378 -0.058 1.449  0.049
H7 1.391 -1.361 2.668  0.065
H8 -0.937 -1.086 2.081  0.059
H9 -0.689 -0.336 3.657  0.053
H10 -0.514 1.890 3.269  -0.147


C3H10S3 | wB97M-V/def2-TZVPD

Its net charge is 0. The SMILES is CSC.CSS. As for the spin multiplicity: 1. For the frontier orbital gap, the calculation gives 0.31628 Eh.

Last column: Löwdin charge in e.
Cartesian coordinates (Å):
C1 0.416 -2.250 -2.262  -0.485
S1 0.890 -1.360 -0.783  0.367
S2 2.967 -1.130 -0.642  0.298
H1 1.314 -2.681 -2.714  0.029
H2 -0.356 -2.999 -2.174  0.030
H3 0.022 -1.537 -3.003  0.031
H4 2.865 0.153 -0.237  -0.202
C2 -1.082 1.576 0.170  -0.497
S3 -2.533 2.070 1.054  0.718
C3 -2.090 1.422 2.710  -0.399
H5 -0.644 0.582 0.346  -0.026
H6 -1.409 1.712 -0.861  0.025
H7 -0.246 2.205 0.486  0.034
H8 -1.603 2.304 3.134  0.019
H9 -1.306 0.668 2.627  0.031
H10 -2.995 1.118 3.228  0.026


C3H11BN | wB97M-V/def2-TZVPD

Its net charge is +1. As for the spin multiplicity: 1. For the frontier orbital gap, the calculation gives 0.28196 Eh.

Last column: Löwdin charge in e.
Cartesian coordinates (Å):
B1 0.727 1.826 -0.445  -0.103
C1 -0.167 1.893 0.611  -0.028
C2 1.891 1.427 -1.388  -0.032
C3 -0.877 -1.161 -0.146  -0.035
N1 -1.188 -2.012 1.033  0.108
H1 -1.250 1.878 0.626  0.017
H2 0.143 1.784 1.705  0.064
H3 -0.416 -0.470 0.371  -0.029
H4 2.770 2.085 -1.291  0.086
H5 1.616 1.370 -2.401  0.057
H6 2.415 0.632 -1.066  0.014
H7 -1.719 -0.996 -0.789  0.111
H8 0.068 -1.628 -0.759  0.176
H9 -0.280 -2.096 1.549  0.191
H10 -1.717 -2.977 0.922  0.224
H11 -2.017 -1.555 1.470  0.179


C3H11N2 | wB97M-V/def2-TZVPD

Its net charge is 0. As for the spin multiplicity: 2. For the frontier orbital gap (spin up / spin down), the calculation gives 0.21938 / 0.37998 Eh. As for the expectation value of S²: 0.753.

Last column: Mulliken spin population.
Cartesian coordinates (Å):
C1 -2.337 -0.244 1.635  -0.001
C2 -1.480 -1.534 1.368  -0.005
H1 -2.531 -0.147 2.697  0.000
H2 -1.661 0.556 1.352  0.000
H3 -3.179 -0.312 0.961  -0.003
H4 -1.305 -2.147 2.256  0.000
H5 -0.510 -1.367 0.903  0.005
H6 -1.992 -2.189 0.667  -0.001
N1 0.853 0.011 -1.995  0.093
C3 1.168 0.402 -0.708  0.731
N2 1.979 1.497 -0.439  0.134
H7 1.343 0.576 -2.680  0.001
H8 0.725 -0.963 -2.230  0.014
H9 0.888 -0.041 0.239  0.040
H10 2.438 1.674 0.419  -0.006
H11 2.105 2.104 -1.233  -0.003


C3H11N2 | wB97M-V/def2-TZVPD

Its net charge is +1. As for the spin multiplicity: 1. For the frontier orbital gap, the calculation gives 0.36583 Eh.

Last column: Löwdin charge in e.
Cartesian coordinates (Å):
C1 0.269 -2.082 0.560  -0.024
N1 1.310 -1.037 0.278  0.121
H1 0.787 -3.028 0.427  0.100
H2 -0.557 -2.088 -0.126  0.078
H3 -0.065 -1.964 1.582  0.104
H4 0.904 -0.073 0.070  0.090
H5 2.064 -1.280 0.914  0.163
H6 1.760 -1.100 -0.642  0.162
C2 -1.742 0.589 -0.008  -0.012
C3 -0.819 1.539 -0.043  -0.233
N2 0.477 1.445 -0.741  0.005
H7 -1.759 -0.156 -0.805  0.061
H8 -2.384 0.325 0.815  0.069
H9 -0.861 2.456 0.545  0.112
H10 0.155 1.173 -1.676  0.108
H11 0.866 2.377 -0.739  0.095


C3H11N2 | wB97M-V/def2-TZVPD

Its net charge is +1. As for the spin multiplicity: 1. For the frontier orbital gap, the calculation gives 0.40954 Eh.

Last column: Löwdin charge in e.
Cartesian coordinates (Å):
C1 -1.170 -1.652 -1.176  0.067
C2 -0.481 -0.532 -1.123  -0.172
N1 -0.471 0.322 0.052  -0.096
C3 -0.417 1.778 -0.250  -0.024
H1 -1.739 -1.997 -0.316  0.079
H2 -1.192 -2.250 -2.072  0.077
H3 0.150 -0.151 -1.916  0.124
H4 -1.291 0.130 0.621  0.157
H5 -0.493 2.323 0.689  0.100
H6 0.518 2.002 -0.751  0.096
H7 -1.247 2.055 -0.892  0.101
N2 1.620 -0.412 1.447  0.117
H8 2.531 -0.264 1.020  0.097
H9 0.510 0.026 0.718  0.085
H10 1.521 -1.415 1.591  0.096
H11 1.651 0.035 2.359  0.096


C3H11N2 | wB97M-V/def2-TZVPD

Its net charge is +1. As for the spin multiplicity: 1. For the frontier orbital gap, the calculation gives 0.38735 Eh.

Last column: Löwdin charge in e.
Cartesian coordinates (Å):
C1 -1.474 -2.751 1.270  0.029
N1 -0.561 -1.876 0.829  -0.020
H1 -1.221 -3.080 2.263  0.082
H2 -1.981 -3.391 0.579  0.071
H3 -0.220 -2.174 -0.039  0.032
H4 -1.305 0.693 0.064  0.149
C2 1.426 1.215 -1.344  -0.063
C3 0.422 1.881 -0.359  -0.146
N2 -0.314 0.706 0.246  0.118
H5 2.059 0.416 -1.016  0.077
H6 2.058 1.979 -1.728  0.077
H7 0.788 0.703 -2.042  0.075
H8 -0.357 2.455 -0.860  0.137
H9 1.075 2.360 0.310  0.108
H10 -0.452 1.080 1.209  0.169
H11 0.058 -0.216 0.617  0.105


E, record by record: -16154.80506 -16154.91183 -26989.75369 -26978.78668 -26982.20226 -14107.97396 -14106.92999 -24942.65404 -24943.25222 -24943.07558 -35778.21113 -35778.42868 -35778.18361 -35778.52531 -35777.89350 -5445.56343 -6267.10555 -6261.74763 -6262.83656 -6260.35660 eV